No. 1
{"formula": "C4H7BrO2", "method": "the ωB97M-V functional and the def2-TZVPD basis", "orbital_gap_ev": 10.40, "smiles": "C[C@](O)(C=O)CBr", "symbols": ["C", "C", "O", "C", "O", "C", "Br", "H", "H", "H", "H", "H", "H", "H"], "positions_angstrom": [[1.127614, -0.007053, -0.088948], [-0.434554, 0.372230, -0.232932], [-0.745659, 0.711505, -1.616016], [-0.572166, 1.720191, 0.741782], [-0.684801, 2.825963, 0.339931], [-1.283302, -0.736571, 0.174777], [-3.208400, -0.247806, -0.089787], [1.227778, -0.721326, -0.855821], [1.377344, -0.555745, 0.833555], [1.718655, 0.841738, -0.196182], [-0.173233, 1.506972, -1.790809], [-0.599762, 1.445431, 1.817797], [-1.144600, -1.002144, 1.229850], [-1.086339, -1.517315, -0.471853]], "forces_ev_per_angstrom": [[-3.05, -1.31, 0.95], [2.05, 3.59, 0.12], [1.63, 0.81, 1.57], [-0.78, -3.00, -0.99], [0.28, 0.70, -0.39], [-1.66, 1.09, 1.51], [0.78, -0.36, 0.32], [0.74, -0.68, -1.24], [-0.28, 0.52, -0.04], [1.13, 1.37, -0.36], [-0.99, -0.95, -0.01], [0.20, 0.16, 0.04], [-0.15, 0.00, -0.39], [0.11, -1.94, -1.10]], "lowdin_charge": [0.0073, -0.5874, -0.0649, -0.1993, 0.0897, -0.4971, 0.6414, 0.0671, 0.0936, 0.0594, 0.1198, 0.1314, 0.0884, 0.0505]}

=====

No. 2
{"formula": "C3H2N2O2", "method": "the ωB97M-V functional and the def2-TZVPD basis", "orbital_gap_ev": 9.96, "smiles": "[H]/N=c1/nc1OC=O", "symbols": ["H", "N", "C", "N", "C", "O", "C", "O", "H"], "positions_angstrom": [[-1.736494, -1.822051, 0.194672], [-2.087080, -0.862605, 0.133040], [-1.286258, 0.076299, 0.034372], [-1.317684, 1.701181, -0.083639], [-0.275190, 0.988717, -0.070800], [1.064386, 1.117936, -0.132808], [1.701405, -0.099781, -0.045951], [1.156961, -1.157197, 0.065964], [2.779956, 0.057499, -0.094852]], "forces_ev_per_angstrom": [[0.37, 0.60, -0.07], [-0.01, 0.63, -0.04], [-1.00, 0.40, 0.01], [0.00, -1.31, 0.09], [0.04, -0.37, 0.02], [0.01, 0.11, 0.01], [0.03, -0.80, 0.07], [0.51, 0.63, -0.07], [0.05, 0.10, -0.01]], "lowdin_charge": [0.0719, 0.1550, -0.2428, 0.2927, -0.3882, 0.1080, -0.2599, 0.1116, 0.1517]}

=====

No. 3
{"formula": "C2H3N2O3", "method": "the ωB97M-V functional and the def2-TZVPD basis", "orbital_gap_ev": [9.19, 9.19], "charge": 1, "smiles": "O=[n+]1ccn(O)o1", "symbols": ["O", "N", "C", "C", "N", "O", "O", "H", "H", "H"], "positions_angstrom": [[2.571436, 0.135637, 0.147495], [1.391164, 0.214874, 0.037808], [0.514612, 1.114453, -0.073328], [-0.831266, 0.672765, -0.113537], [-0.776118, -0.600973, 0.057859], [-1.651464, -1.630513, -0.016039], [0.683775, -1.053241, 0.026311], [0.877448, 2.149002, -0.226578], [-1.620275, 1.406361, -0.086764], [-1.159308, -2.408367, 0.246773]], "forces_ev_per_angstrom": [[-0.55, 0.21, -0.13], [2.29, -3.13, 0.25], [-1.57, 5.00, -1.03], [1.71, 0.33, 0.76], [2.72, -2.70, -0.35], [-0.06, 2.00, -0.44], [-3.67, 0.51, 0.36], [-0.49, -0.76, 0.38], [-0.80, -0.63, -0.24], [0.43, -0.82, 0.45]], "lowdin_charge": [0.2067, -0.2144, 0.0145, 0.1212, -0.0206, 0.1934, 0.1758, 0.1879, 0.1810, 0.1546]}

=====

For the records above, the corresponding maximum force values read 0.080; 0.026; 0.104 Eh/bohr.
For the records above, the corresponding energy above the lowest of the compared OMol25 structures with the same formula, charge and spin values read 60.6; 275.2; 495.4 kJ/mol.
For the records above, the corresponding energy values read -2881.06968; -375.40673; -412.69659 Eh.